1.
{"formula": "C7H13N3O4", "method": "ωB97M-V/def2-TZVPD", "elements": ["C", "C", "N", "C", "O", "N", "C", "C", "C", "N", "O", "C", "O", "O", "H", "H", "H", "H", "H", "H", "H", "H", "H", "H", "H", "H", "H"], "coordinates": [[-3.523, -0.045, -0.177], [-2.158, -0.729, 0.438], [-1.582, -0.068, 1.608], [-1.035, -1.010, -0.518], [-1.082, -1.071, -1.732], [0.155, -1.165, 0.163], [1.436, -1.131, -0.519], [1.528, 0.283, -1.144], [1.292, 1.488, -0.137], [1.796, 2.697, -0.609], [0.550, 1.495, 0.805], [2.731, -1.377, 0.303], [3.721, -1.878, -0.102], [2.812, -0.621, 1.500], [-4.369, -0.462, 0.254], [-3.801, -0.168, -1.143], [-3.390, 0.963, 0.046], [-2.467, -1.716, 0.761], [-1.691, 0.890, 1.416], [-2.295, -0.394, 2.407], [0.167, -0.597, 0.853], [1.431, -1.907, -1.353], [0.739, 0.436, -1.898], [2.558, 0.231, -1.547], [2.189, 2.786, -1.488], [2.328, 3.271, 0.049], [1.959, -0.200, 1.764]], "lowdin_charge": [0.017, -0.294, 0.027, -0.433, 0.080, 0.095, -0.189, -0.031, -0.458, 0.151, 0.069, -0.421, 0.149, 0.072, 0.046, 0.034, 0.049, 0.137, 0.043, 0.157, -0.016, 0.180, 0.127, 0.130, 0.062, 0.118, 0.101], "orbital_gap_ev": 10.249, "de_lowest_kcal_mol": 68.9, "smiles": "C[C@H](N)C(=O)N[C@@H](CC(N)=O)C(=O)O", "total_charge": 0, "e_tot_ha": -739.73264}

=====

2.
{"formula": "C38H26BrCl5CrN3O3", "method": "ωB97M-V/def2-TZVPD", "elements": ["Cr", "C", "C", "O", "C", "C", "C", "N", "N", "C", "O", "C", "C", "C", "C", "C", "C", "H", "H", "H", "H", "H", "H", "H", "H", "H", "H", "H", "H", "O", "C", "C", "C", "N", "C", "Br", "C", "H", "H", "H", "H", "C", "C", "C", "C", "C", "C", "C", "C", "C", "C", "C", "C", "C", "C", "C", "H", "H", "H", "H", "H", "H", "H", "H", "H", "H", "Cl", "C", "C", "C", "Cl", "C", "Cl", "C", "Cl", "C", "Cl"], "coordinates": [[-0.058, -0.529, 0.144], [2.872, -1.487, -2.309], [2.034, -1.260, -1.038], [1.465, 0.010, -1.033], [2.905, -1.511, 0.172], [2.536, -1.048, 1.389], [3.436, -1.122, 2.591], [1.303, -0.496, 1.523], [0.988, 0.113, 2.702], [-0.039, 0.900, 2.516], [-0.542, 1.119, 1.331], [-0.648, 1.517, 3.711], [-0.324, 1.058, 4.995], [-0.969, 1.557, 6.111], [-1.948, 2.539, 5.978], [-2.269, 3.006, 4.713], [-1.631, 2.500, 3.590], [2.257, -1.313, -3.191], [3.263, -2.507, -2.333], [3.701, -0.774, -2.310], [3.875, -1.973, 0.029], [4.377, -1.603, 2.325], [2.946, -1.684, 3.390], [3.632, -0.117, 2.971], [0.434, 0.290, 5.076], [-0.726, 1.169, 7.093], [-2.466, 2.918, 6.852], [-3.040, 3.761, 4.600], [-1.890, 2.853, 2.600], [-4.962, -0.773, -3.653], [-3.864, -0.733, -2.854], [-3.506, -1.792, -2.032], [-2.385, -1.676, -1.250], [-1.602, -0.581, -1.199], [-1.960, 0.407, -2.020], [-0.869, 1.944, -2.019], [-3.060, 0.394, -2.855], [-5.406, -1.612, -3.496], [-4.084, -2.708, -2.003], [-2.087, -2.490, -0.606], [-3.281, 1.240, -3.488], [0.776, -2.141, -1.100], [0.176, -2.941, -1.843], [-0.629, -3.619, -2.735], [-0.708, -3.033, -4.083], [-0.763, -3.833, -5.237], [-0.787, -3.277, -6.505], [-0.747, -1.900, -6.676], [-0.668, -1.089, -5.548], [-0.649, -1.643, -4.281], [-1.414, -4.761, -2.331], [-1.172, -5.401, -1.094], [-2.007, -6.391, -0.614], [-3.125, -6.801, -1.337], [-3.383, -6.188, -2.558], [-2.553, -5.193, -3.047], [-0.765, -4.911, -5.127], [-0.835, -3.924, -7.375], [-0.777, -1.464, -7.668], [-0.631, -0.011, -5.659], [-0.594, -0.996, -3.412], [-0.314, -5.090, -0.509], [-1.792, -6.852, 0.343], [-3.785, -7.568, -0.950], [-4.257, -6.485, -3.130], [-2.808, -4.708, -3.980], [0.496, -3.470, 1.748], [-0.857, -2.561, 2.344], [-1.345, -1.501, 1.557], [-2.548, -0.968, 2.071], [-3.457, 0.180, 1.133], [-3.095, -1.311, 3.304], [-4.527, -0.544, 3.897], [-2.487, -2.284, 4.086], [-3.105, -2.677, 5.647], [-1.382, -2.948, 3.570], [-0.701, -4.262, 4.467]], "lowdin_charge": [0.557, -0.034, -0.645, -0.292, 0.000, -0.377, -0.058, -0.099, 0.102, -0.462, -0.162, -0.134, -0.032, -0.104, -0.123, -0.107, -0.031, 0.073, 0.079, 0.074, 0.099, 0.062, 0.066, 0.067, 0.104, 0.090, 0.085, 0.091, 0.110, 0.061, -0.310, 0.013, -0.143, -0.071, -0.727, 0.847, -0.062, 0.102, 0.121, 0.116, 0.107, -0.073, -0.029, -0.204, -0.172, -0.063, -0.124, -0.137, -0.093, -0.028, -0.194, -0.045, -0.112, -0.147, -0.134, -0.072, 0.105, 0.085, 0.079, 0.097, 0.094, 0.077, 0.093, 0.076, 0.084, 0.094, 0.759, -0.645, -0.207, -0.650, 0.724, -0.716, 0.625, -0.730, 0.621, -0.712, 0.621], "orbital_gap_ev": [5.032, 4.675], "multiplicity": 2, "total_charge": -2, "e_tot_ha": -7773.06476}

=====

3.
{"formula": "C16H17B2F4N4O4Pt", "method": "ωB97M-V/def2-TZVPD", "elements": ["Pt", "C", "C", "N", "O", "B", "F", "F", "O", "N", "C", "C", "C", "N", "O", "B", "F", "F", "O", "N", "C", "C", "C", "H", "H", "H", "H", "H", "H", "H", "H", "H", "H", "H", "H", "C", "C", "C", "C", "C", "C", "C", "C", "H", "H", "H", "H", "H"], "coordinates": [[0.034, 0.164, 1.257], [0.042, -3.405, 3.567], [-0.240, -2.219, 2.719], [0.650, -1.355, 2.380], [1.939, -1.450, 2.697], [2.597, -0.083, 2.988], [1.736, 0.622, 3.801], [3.828, -0.357, 3.451], [2.815, 0.772, 1.711], [1.686, 1.275, 1.221], [1.593, 2.432, 0.667], [2.728, 3.386, 0.566], [0.217, 2.743, 0.154], [-0.640, 1.811, 0.370], [-1.902, 1.871, -0.045], [-2.900, 1.165, 0.916], [-4.121, 1.433, 0.419], [-2.604, 1.588, 2.190], [-2.770, -0.377, 0.898], [-1.673, -0.820, 1.513], [-1.615, -1.909, 2.193], [-2.788, -2.781, 2.456], [-0.153, 4.019, -0.516], [1.076, -3.388, 3.900], [-0.620, -3.401, 4.434], [-0.143, -4.326, 3.011], [3.595, 2.987, 1.083], [2.983, 3.558, -0.481], [2.455, 4.346, 1.005], [-3.663, -2.397, 1.943], [-2.584, -3.800, 2.123], [-2.990, -2.818, 3.528], [0.728, 4.570, -0.835], [-0.801, 3.818, -1.368], [-0.724, 4.642, 0.176], [0.353, -0.653, -0.651], [0.325, -0.662, -1.896], [0.242, -0.814, -3.263], [-0.023, -2.100, -3.818], [-0.105, -2.247, -5.177], [0.071, -1.133, -6.006], [0.330, 0.141, -5.481], [0.416, 0.307, -4.126], [-0.154, -2.940, -3.151], [-0.304, -3.217, -5.611], [0.004, -1.257, -7.079], [0.460, 0.983, -6.146], [0.613, 1.277, -3.689]], "lowdin_charge": [1.531, 0.029, -0.192, -0.142, 0.078, -1.031, 0.166, 0.228, 0.075, -0.143, -0.193, 0.025, -0.199, -0.153, 0.074, -1.030, 0.224, 0.174, 0.073, -0.146, -0.193, 0.029, 0.028, 0.097, 0.106, 0.106, 0.096, 0.104, 0.108, 0.095, 0.103, 0.109, 0.085, 0.099, 0.117, 0.060, -0.011, -0.205, 0.024, -0.030, 0.008, -0.031, 0.017, 0.132, 0.123, 0.126, 0.123, 0.127], "orbital_gap_ev": [8.323, 5.671], "multiplicity": 3, "total_charge": 1, "e_tot_ha": -1708.21231}

=====

4.
{"formula": "C32H30IrN3O6P3S2Se2", "method": "ωB97M-V/def2-TZVPD", "elements": ["Ir", "O", "C", "O", "C", "O", "O", "C", "C", "O", "P", "S", "S", "O", "C", "C", "H", "H", "H", "H", "H", "H", "H", "H", "H", "H", "Se", "P", "C", "C", "C", "C", "C", "C", "C", "C", "C", "C", "C", "C", "C", "C", "N", "N", "N", "P", "Se", "C", "C", "C", "C", "C", "C", "C", "C", "C", "C", "C", "C", "H", "H", "H", "H", "H", "H", "H", "H", "H", "H", "H", "H", "H", "H", "H", "H", "H", "H", "H", "H"], "coordinates": [[-2.720, 0.412, -0.517], [-5.262, 1.789, -3.600], [-4.325, 1.407, -2.897], [-3.753, 2.047, -1.961], [-3.771, -0.035, -3.215], [-3.993, -0.564, -4.292], [-3.111, -0.630, -2.261], [-6.293, -1.687, 3.736], [-6.014, -2.550, 2.524], [-4.606, -2.576, 2.284], [-4.090, -2.082, 0.833], [-2.137, -2.115, 0.740], [-4.857, -0.274, 0.381], [-4.806, -3.228, -0.046], [-4.910, -3.097, -1.482], [-4.570, -4.430, -2.107], [-7.357, -1.707, 3.985], [-5.996, -0.658, 3.531], [-5.726, -2.047, 4.597], [-6.546, -2.160, 1.653], [-6.346, -3.580, 2.679], [-4.221, -2.331, -1.838], [-5.933, -2.789, -1.705], [-3.546, -4.700, -1.849], [-4.632, -4.346, -3.193], [-5.245, -5.219, -1.767], [3.622, 3.687, -0.617], [2.995, 1.818, -1.380], [3.614, 1.485, -3.067], [4.589, 2.326, -3.586], [5.129, 2.088, -4.843], [4.692, 1.009, -5.591], [3.711, 0.166, -5.082], [3.170, 0.402, -3.829], [3.728, 0.478, -0.362], [3.886, 0.725, 0.999], [4.390, -0.247, 1.846], [4.760, -1.484, 1.339], [4.628, -1.734, -0.019], [4.114, -0.761, -0.866], [1.233, 1.493, -1.469], [0.191, 1.325, -0.550], [-0.883, 0.939, -1.292], [-0.547, 0.917, -2.564], [0.712, 1.251, -2.693], [-0.177, 1.409, 1.200], [-2.275, 1.802, 1.453], [0.811, 2.732, 1.955], [0.563, 4.022, 1.486], [1.194, 5.108, 2.066], [2.073, 4.919, 3.122], [2.315, 3.640, 3.601], [1.681, 2.549, 3.024], [0.391, -0.159, 1.909], [0.138, -0.443, 3.248], [0.515, -1.662, 3.784], [1.115, -2.620, 2.976], [1.338, -2.355, 1.635], [0.978, -1.126, 1.101], [4.915, 3.173, -2.995], [5.885, 2.757, -5.237], [5.102, 0.828, -6.578], [3.346, -0.666, -5.670], [2.381, -0.236, -3.461], [3.634, 1.702, 1.385], [4.478, -0.042, 2.906], [5.150, -2.250, 1.999], [4.922, -2.693, -0.427], [4.025, -0.977, -1.921], [-0.126, 4.166, 0.663], [1.009, 6.102, 1.680], [2.572, 5.770, 3.570], [3.002, 3.487, 4.425], [1.877, 1.554, 3.402], [-0.387, 0.278, 3.864], [0.306, -1.880, 4.824], [1.380, -3.586, 3.390], [1.769, -3.109, 0.990], [1.131, -0.932, 0.047]], "lowdin_charge": [0.557, -0.022, -0.650, -0.161, -0.578, 0.017, -0.294, -0.088, -0.338, -0.345, -0.105, 0.308, 0.273, -0.348, -0.288, -0.081, 0.068, 0.069, 0.070, 0.083, 0.112, 0.070, 0.119, 0.074, 0.075, 0.063, 0.293, 0.570, -0.333, -0.115, -0.096, -0.101, -0.079, -0.107, -0.326, -0.127, -0.081, -0.101, -0.092, -0.071, -0.413, -0.412, -0.200, 0.016, -0.011, 0.632, 0.371, -0.347, -0.118, -0.096, -0.097, -0.092, -0.101, -0.376, -0.113, -0.085, -0.090, -0.100, -0.130, 0.036, 0.094, 0.094, 0.102, 0.099, 0.042, 0.103, 0.098, 0.099, 0.091, 0.110, 0.104, 0.095, 0.096, 0.093, 0.107, 0.097, 0.097, 0.106, 0.105], "orbital_gap_ev": [4.326, 5.386], "de_lowest_kcal_mol": 11.2, "multiplicity": 2, "total_charge": -2, "e_tot_ha": -8581.02200}

=====

5.
{"formula": "C3H11N2S", "method": "ωB97M-V/def2-TZVPD", "elements": ["C", "C", "C", "N", "N", "S", "H", "H", "H", "H", "H", "H", "H", "H", "H", "H", "H"], "coordinates": [[-1.909, 0.828, -0.728], [-0.139, 0.679, 0.944], [1.432, -0.442, 0.443], [0.786, -1.402, -0.386], [-1.211, 0.006, 0.272], [2.525, 0.707, -0.416], [-2.310, 1.728, -0.263], [-1.212, 1.122, -1.511], [-2.731, 0.267, -1.168], [-0.161, 0.640, 2.022], [0.105, 1.652, 0.549], [1.818, -0.818, 1.379], [1.022, -1.291, -1.368], [0.899, -2.367, -0.097], [-1.885, -0.383, 0.934], [-0.634, -0.852, -0.213], [3.606, -0.075, -0.394]], "lowdin_charge": [-0.014, -0.062, -0.589, -0.026, -0.105, 0.778, 0.108, 0.107, 0.105, 0.107, 0.085, 0.091, 0.107, 0.126, 0.179, 0.124, -0.122], "orbital_gap_ev": 10.516, "de_lowest_kcal_mol": 39.5, "total_charge": 1, "e_tot_ha": -628.31426}

=====

6.
{"formula": "C2H9NS2", "method": "ωB97M-V/def2-TZVPD", "elements": ["C", "C", "N", "H", "H", "H", "H", "H", "H", "H", "S", "S", "H", "H"], "coordinates": [[0.251, 1.511, 1.630], [-0.213, 0.137, 2.115], [0.450, -0.702, 3.240], [0.543, 2.300, 2.346], [-0.576, 1.990, 1.074], [1.084, 1.376, 0.990], [-0.191, -0.428, 1.148], [-1.207, 0.257, 2.531], [1.554, -0.704, 3.095], [0.003, -1.664, 3.131], [0.174, 0.664, -2.186], [-0.469, -1.156, -1.379], [-0.533, 1.516, -1.385], [0.677, -1.750, -1.041]], "lowdin_charge": [-0.132, -0.334, -0.068, 0.073, 0.067, 0.036, 0.023, 0.088, 0.097, 0.068, 0.235, 0.244, -0.201, -0.197], "orbital_gap_ev": 9.092, "de_lowest_kcal_mol": 31.8, "smiles": "CCN.SS", "total_charge": 0, "e_tot_ha": -932.67335}

=====

What is the formula in the third record?
C16H17B2F4N4O4Pt